Formula: C4H12S
Source: the OMol25 dataset
Level of theory: ωB97M-V with the def2-TZVPD basis set

Summary:
* ΔE to the lowest compared entry with this formula, charge and spin: 0.5539 eV
* 2S+1: 1
* LUMO energy: 0.030 hartree
* gap between HOMO and LUMO: 9.867 eV
* total energy: -15177.1521 eV
* HOMO: -0.332 hartree
* SMILES: CCS.CC

Last column: natural (NBO) charge in e.
Geometry (Å):
C -1.06 1.15 2.35  -0.62
C 0.42 0.93 2.77  -0.62
H -1.11 2.08 1.78  0.21
H -1.52 0.29 1.89  0.21
H -1.67 1.39 3.23  0.20
H 1.05 1.73 2.37  0.20
H 0.82 0.08 2.23  0.21
H 0.46 0.92 3.85  0.21
C 0.10 -0.36 -2.27  -0.47
C 1.24 -1.28 -2.61  -0.63
S -1.49 -1.37 -2.22  -0.11
H 0.21 0.09 -1.29  0.22
H -0.19 0.44 -2.94  0.22
H 1.50 -2.02 -1.86  0.22
H -1.83 -1.39 -0.93  0.12
H 2.12 -0.73 -2.94  0.21
H 0.95 -1.95 -3.42  0.22